No. 1
{
  "formula": "C23H18LiN3O6",
  "method": "ωB97M-V/def2-TZVPD",
  "species": ["Li", "O", "C", "C", "C", "C", "C", "C", "C", "N", "C", "C", "N", "C", "C", "C", "C", "C", "C", "C", "O", "H", "H", "H", "H", "H", "H", "H", "H", "H", "H", "H", "H", "H", "H", "O", "C", "C", "C", "C", "C", "C", "C", "O", "N", "O", "O", "H", "H", "H", "H"],
  "coordinates": [[0.188, -0.204, 0.100], [1.284, 1.305, -0.431], [1.729, 2.248, 0.275], [1.898, 3.573, -0.265], [2.414, 4.609, 0.470], [2.823, 4.439, 1.806], [2.678, 3.181, 2.358], [2.136, 2.102, 1.656], [2.073, 0.817, 2.344], [1.478, -0.221, 1.918], [1.641, -1.457, 2.655], [2.468, -2.436, 1.808], [1.881, -2.518, 0.493], [2.565, -2.045, -0.466], [2.105, -1.799, -1.833], [3.086, -1.680, -2.819], [2.799, -1.376, -4.136], [1.454, -1.137, -4.461], [0.463, -1.201, -3.513], [0.722, -1.526, -2.137], [-0.210, -1.545, -1.277], [1.593, 3.709, -1.296], [2.511, 5.587, 0.004], [3.240, 5.260, 2.377], [2.994, 3.006, 3.385], [2.618, 0.774, 3.304], [0.656, -1.884, 2.837], [2.147, -1.298, 3.622], [2.440, -3.419, 2.294], [3.518, -2.095, 1.780], [3.610, -1.733, -0.280], [4.121, -1.833, -2.518], [3.585, -1.290, -4.876], [1.191, -0.873, -5.482], [-0.571, -0.988, -3.763], [-1.626, -1.500, 2.275], [-2.788, -1.538, 1.942], [-3.471, -0.749, 0.917], [-4.818, -1.020, 0.777], [-5.611, -0.334, -0.131], [-5.033, 0.667, -0.950], [-3.714, 0.956, -0.845], [-2.828, 0.276, 0.095], [-1.632, 0.577, 0.157], [-6.998, -0.640, -0.240], [-7.481, -1.516, 0.479], [-7.679, -0.020, -1.061], [-3.457, -2.312, 2.387], [-5.276, -1.784, 1.394], [-5.666, 1.184, -1.659], [-3.248, 1.707, -1.470]],
  "nbo_charge": [0.8728, -0.7538, 0.4283, -0.2774, -0.2166, -0.3631, -0.1519, -0.2622, 0.1346, -0.4622, -0.2415, -0.2284, -0.4283, 0.1402, -0.2566, -0.1494, -0.3571, -0.2166, -0.2748, 0.4202, -0.7780, 0.1957, 0.1803, 0.1830, 0.1784, 0.1154, 0.2279, 0.1409, 0.1737, 0.1417, 0.1169, 0.1777, 0.1815, 0.1787, 0.1934, -0.5523, 0.4228, -0.3058, -0.1125, -0.0678, -0.1780, -0.3097, 0.4922, -0.6541, 0.5143, -0.4701, -0.4702, 0.0711, 0.2204, 0.2212, 0.2150],
  "orbital_gap_ev": 6.310,
  "e_tot_ev": -41104.156,
  "e_homo_ev": -1.47,
  "total_charge": -2
}

No. 2
{
  "formula": "C23H18N2OPdS",
  "method": "ωB97M-V/def2-TZVPD",
  "species": ["Pd", "C", "C", "C", "C", "C", "C", "C", "C", "C", "C", "C", "C", "C", "C", "C", "N", "H", "H", "H", "H", "H", "H", "H", "H", "H", "H", "C", "O", "H", "H", "H", "S", "C", "N", "C", "C", "C", "C", "C", "C", "H", "H", "H", "H", "H"],
  "coordinates": [[0.777, -1.140, -0.637], [0.824, -1.444, 3.642], [0.733, -0.120, 4.045], [0.706, 0.892, 3.105], [0.756, 0.603, 1.738], [0.823, -0.745, 1.339], [0.871, -1.752, 2.286], [0.747, 1.654, 0.710], [0.715, 3.043, 0.970], [0.708, 3.933, -0.063], [0.743, 3.470, -1.397], [0.738, 4.311, -2.527], [0.768, 3.776, -3.788], [0.810, 2.383, -3.975], [0.821, 1.538, -2.896], [0.783, 2.062, -1.584], [0.777, 1.210, -0.533], [0.859, -2.241, 4.374], [0.690, 0.123, 5.100], [0.644, 1.922, 3.435], [0.959, -2.787, 1.982], [0.693, 3.401, 1.991], [0.677, 4.998, 0.130], [0.710, 5.386, -2.389], [0.768, 4.429, -4.651], [0.838, 1.980, -4.979], [0.877, 0.462, -3.009], [3.837, -1.144, -0.646], [2.639, -1.743, -1.005], [3.855, -0.061, -0.862], [4.652, -1.604, -1.222], [4.072, -1.282, 0.420], [-3.815, -0.383, -0.945], [-2.125, -0.224, -1.263], [-1.378, -1.196, -0.850], [-2.130, -2.175, -0.221], [-1.634, -3.364, 0.314], [-2.519, -4.238, 0.909], [-3.887, -3.950, 0.973], [-4.395, -2.785, 0.434], [-3.504, -1.903, -0.165], [-1.740, 0.647, -1.774], [-0.573, -3.563, 0.238], [-2.157, -5.164, 1.335], [-4.561, -4.654, 1.444], [-5.454, -2.563, 0.468]],
  "nbo_charge": [0.7762, -0.1913, -0.2265, -0.2070, -0.0842, -0.0489, -0.2782, 0.2130, -0.2388, -0.1302, -0.1366, -0.1666, -0.2225, -0.1849, -0.2371, 0.2380, -0.5132, 0.2117, 0.2105, 0.2031, 0.2201, 0.2175, 0.2161, 0.2121, 0.2168, 0.2179, 0.2235, -0.2275, -0.8182, 0.1310, 0.1552, 0.1449, 0.4199, -0.0765, -0.4929, 0.1692, -0.2027, -0.2097, -0.1968, -0.2169, -0.2365, 0.2384, 0.2426, 0.2216, 0.2199, 0.2243],
  "orbital_gap_ev": 6.749,
  "relative_energy_ev": 0.4663,
  "e_tot_ev": -43484.665,
  "e_homo_ev": -6.84
}

No. 3
{
  "formula": "C23H18N8O2OsS3",
  "method": "ωB97M-V/def2-TZVPD",
  "species": ["Os", "C", "O", "C", "C", "C", "C", "C", "C", "N", "N", "C", "C", "C", "C", "O", "C", "N", "C", "C", "C", "C", "H", "H", "H", "H", "H", "H", "H", "H", "H", "H", "H", "H", "N", "C", "N", "C", "C", "S", "C", "C", "S", "C", "N", "N", "H", "H", "H", "H", "H", "H", "S", "C", "N"],
  "coordinates": [[-1.850, 0.777, 2.164], [5.219, 0.435, -6.055], [3.926, 0.522, -5.448], [3.490, -0.503, -4.717], [4.223, -1.664, -4.466], [3.653, -2.665, -3.703], [2.375, -2.518, -3.169], [1.633, -1.355, -3.437], [2.189, -0.360, -4.198], [1.933, -3.623, -2.418], [0.843, -3.642, -1.842], [0.003, -2.728, -1.291], [-1.368, -2.786, -1.552], [-2.272, -1.992, -0.857], [-1.821, -1.143, 0.132], [-2.647, -0.423, 0.950], [-0.457, -1.024, 0.384], [-0.115, -0.109, 1.342], [1.155, -0.060, 1.737], [2.148, -0.843, 1.158], [1.823, -1.716, 0.137], [0.493, -1.822, -0.281], [5.346, 1.362, -6.603], [5.262, -0.409, -6.744], [5.995, 0.346, -5.295], [5.215, -1.795, -4.870], [4.187, -3.585, -3.506], [0.618, -1.246, -3.082], [1.642, 0.540, -4.444], [-1.717, -3.484, -2.300], [-3.332, -2.059, -1.066], [1.383, 0.623, 2.545], [3.161, -0.765, 1.522], [2.590, -2.332, -0.314], [0.699, 3.106, 1.700], [-0.336, 3.474, 2.456], [-1.417, 2.706, 2.661], [-2.368, 3.379, 3.464], [-1.975, 4.584, 3.890], [-0.403, 4.976, 3.271], [-3.606, 2.646, 3.666], [-4.716, 2.944, 4.362], [-5.880, 1.678, 4.196], [-4.791, 0.795, 3.191], [-3.642, 1.426, 2.997], [-5.076, -0.400, 2.672], [0.576, 2.345, 1.050], [1.432, 3.767, 1.498], [-2.503, 5.281, 4.519], [-4.932, 3.818, 4.954], [-5.959, -0.846, 2.848], [-4.435, -0.823, 2.017], [-2.263, -1.730, 5.853], [-1.860, -0.873, 4.629], [-1.470, -0.208, 3.694]],
  "nbo_charge": [1.3560, -0.2623, -0.4639, 0.3797, -0.3220, -0.1188, 0.0192, -0.2086, -0.2445, -0.0365, -0.1463, 0.1494, -0.2353, -0.1504, 0.1848, -0.5677, 0.1122, -0.4768, 0.0895, -0.2730, -0.0659, -0.0501, 0.2200, 0.1941, 0.1876, 0.2431, 0.2440, 0.2199, 0.2361, 0.2549, 0.2485, 0.2261, 0.2555, 0.2507, -0.7492, 0.3005, -0.5675, 0.0929, -0.3772, 0.5272, 0.1650, -0.4064, 0.5023, 0.2892, -0.5642, -0.7652, 0.4215, 0.4346, 0.2793, 0.2744, 0.4305, 0.4331, 0.2555, 0.1556, -0.5812],
  "orbital_gap_ev": [4.536, 4.535],
  "relative_energy_ev": 0.0000,
  "e_tot_ev": -75116.915,
  "e_homo_ev": [-12.43, -12.43],
  "total_charge": 2
}

Repeat the third record exactly.
{
  "formula": "C23H18N8O2OsS3",
  "method": "ωB97M-V/def2-TZVPD",
  "species": ["Os", "C", "O", "C", "C", "C", "C", "C", "C", "N", "N", "C", "C", "C", "C", "O", "C", "N", "C", "C", "C", "C", "H", "H", "H", "H", "H", "H", "H", "H", "H", "H", "H", "H", "N", "C", "N", "C", "C", "S", "C", "C", "S", "C", "N", "N", "H", "H", "H", "H", "H", "H", "S", "C", "N"],
  "coordinates": [[-1.850, 0.777, 2.164], [5.219, 0.435, -6.055], [3.926, 0.522, -5.448], [3.490, -0.503, -4.717], [4.223, -1.664, -4.466], [3.653, -2.665, -3.703], [2.375, -2.518, -3.169], [1.633, -1.355, -3.437], [2.189, -0.360, -4.198], [1.933, -3.623, -2.418], [0.843, -3.642, -1.842], [0.003, -2.728, -1.291], [-1.368, -2.786, -1.552], [-2.272, -1.992, -0.857], [-1.821, -1.143, 0.132], [-2.647, -0.423, 0.950], [-0.457, -1.024, 0.384], [-0.115, -0.109, 1.342], [1.155, -0.060, 1.737], [2.148, -0.843, 1.158], [1.823, -1.716, 0.137], [0.493, -1.822, -0.281], [5.346, 1.362, -6.603], [5.262, -0.409, -6.744], [5.995, 0.346, -5.295], [5.215, -1.795, -4.870], [4.187, -3.585, -3.506], [0.618, -1.246, -3.082], [1.642, 0.540, -4.444], [-1.717, -3.484, -2.300], [-3.332, -2.059, -1.066], [1.383, 0.623, 2.545], [3.161, -0.765, 1.522], [2.590, -2.332, -0.314], [0.699, 3.106, 1.700], [-0.336, 3.474, 2.456], [-1.417, 2.706, 2.661], [-2.368, 3.379, 3.464], [-1.975, 4.584, 3.890], [-0.403, 4.976, 3.271], [-3.606, 2.646, 3.666], [-4.716, 2.944, 4.362], [-5.880, 1.678, 4.196], [-4.791, 0.795, 3.191], [-3.642, 1.426, 2.997], [-5.076, -0.400, 2.672], [0.576, 2.345, 1.050], [1.432, 3.767, 1.498], [-2.503, 5.281, 4.519], [-4.932, 3.818, 4.954], [-5.959, -0.846, 2.848], [-4.435, -0.823, 2.017], [-2.263, -1.730, 5.853], [-1.860, -0.873, 4.629], [-1.470, -0.208, 3.694]],
  "nbo_charge": [1.3560, -0.2623, -0.4639, 0.3797, -0.3220, -0.1188, 0.0192, -0.2086, -0.2445, -0.0365, -0.1463, 0.1494, -0.2353, -0.1504, 0.1848, -0.5677, 0.1122, -0.4768, 0.0895, -0.2730, -0.0659, -0.0501, 0.2200, 0.1941, 0.1876, 0.2431, 0.2440, 0.2199, 0.2361, 0.2549, 0.2485, 0.2261, 0.2555, 0.2507, -0.7492, 0.3005, -0.5675, 0.0929, -0.3772, 0.5272, 0.1650, -0.4064, 0.5023, 0.2892, -0.5642, -0.7652, 0.4215, 0.4346, 0.2793, 0.2744, 0.4305, 0.4331, 0.2555, 0.1556, -0.5812],
  "orbital_gap_ev": [4.536, 4.535],
  "relative_energy_ev": 0.0000,
  "e_tot_ev": -75116.915,
  "e_homo_ev": [-12.43, -12.43],
  "total_charge": 2
}

What is the formula in the second record? C23H18N2OPdS